# C8H14ClN2O

A structure of composition C8H14ClN2O at a distorted geometry (the ωB97M-V functional and the def2-TZVPD basis, OMol25).

Structure (XYZ):
```
26
Properties=species:S:1:pos:R:3:forces:R:3:lowdin_charge:R:1
C 1.948335 1.099537 -0.157877 -0.78 -1.09 -0.74 -0.348
C -2.785627 -0.612358 0.022013 -1.93 -0.13 -0.60 -0.225
C -1.788668 -1.089602 -0.986800 1.33 -0.81 -2.29 -0.178
C -2.045260 0.053607 1.147438 -0.53 0.63 1.17 -0.273
C -0.748409 -0.037119 -1.546539 -0.80 1.20 2.24 -0.113
C -1.038384 1.077130 0.758969 2.41 1.65 -0.15 -0.533
C 0.014401 0.611459 -0.398218 -1.38 1.91 0.89 -0.390
C 4.247721 0.720785 0.428715 1.83 -3.12 1.09 -0.009
N 0.974537 1.755599 -0.793923 -1.24 -0.76 0.49 0.234
N 1.227266 -0.036980 0.075192 0.90 -1.04 1.68 0.210
O 3.165478 1.418197 -0.104233 0.02 2.11 -0.71 0.090
Cl -1.895375 2.522092 0.015841 0.44 -0.37 0.38 0.665
H -3.397239 0.143846 -0.552491 0.04 -0.76 1.07 0.122
H -3.459957 -1.498164 0.423803 1.32 1.95 -0.94 0.167
H -1.115762 -1.827486 -0.452629 -0.79 0.10 -1.02 0.130
H -2.255460 -1.487093 -1.986367 0.69 0.10 2.29 0.158
H -2.678421 0.572998 1.896598 -0.03 -0.50 -0.50 0.133
H -1.481605 -0.652370 1.725593 0.26 -0.91 0.40 0.113
H -0.058962 -0.542097 -2.126491 1.43 -1.17 -1.35 0.094
H -1.050309 0.837995 -2.126360 -0.93 -0.42 -0.09 0.118
H -0.478897 1.474199 1.734408 -1.00 -0.75 -2.25 0.159
H 5.165622 0.582413 -0.220425 -1.71 0.51 -0.23 0.132
H 3.880839 -0.311945 0.680875 0.63 0.90 0.05 0.116
H 4.692338 1.214448 1.296304 -0.79 0.15 0.11 0.108
H 0.705360 2.720669 -0.711705 0.22 0.45 -0.29 0.138
H 1.234220 -0.592196 0.939019 0.36 0.16 -0.71 0.180
```
Forces are in eV/Å.

As for the highest occupied orbital energy: -14.2 eV. As for the largest force on an atom: 3.78 eV/A. Its net charge is +1. For the LUMO energy, the calculation gives -3.19 eV.

# C8H14KO9

A structure of composition C8H14KO9 at a distorted geometry (the ωB97M-V functional and the def2-TZVPD basis, OMol25).

Structure (XYZ):
```
32
Properties=species:S:1:pos:R:3:forces:R:3:lowdin_charge:R:1
K 0.878974 1.774566 -0.347375 -0.11 -0.73 0.36 0.884
C -1.834406 -0.973764 -3.349445 -1.19 0.55 -1.74 -0.054
C -3.108906 -1.211154 -2.583875 -0.43 1.21 2.80 -0.870
O -3.582896 -2.331574 -2.534915 -0.62 -3.00 -1.22 -0.082
O -3.593806 -0.276694 -1.894135 0.48 1.57 -0.48 -0.135
H -1.778916 -1.797984 -4.060565 1.25 -0.49 0.60 0.058
H -0.999346 -0.606504 -2.752875 0.07 -0.60 -0.22 0.062
H -2.147336 -0.204584 -4.055525 0.34 0.84 0.05 0.046
C 2.831814 -3.155534 -3.056485 -0.73 -0.16 0.06 -0.061
C 3.641624 -1.904444 -2.920515 1.43 2.87 -0.28 -0.785
O 3.668064 -1.182134 -1.859015 -0.59 -1.47 -1.21 -0.142
O 4.291554 -1.622064 -3.980235 -0.10 -0.08 0.48 -0.163
H 2.839554 -3.457164 -4.103895 0.49 -0.32 0.15 0.051
H 1.774034 -2.974394 -2.865735 0.03 -0.10 0.73 0.065
H 3.284084 -3.874324 -2.373185 -0.47 -0.38 -0.06 0.065
C 1.848994 -4.168074 1.609795 0.41 0.19 -0.12 -0.055
C 1.507624 -2.759174 2.218755 0.13 1.45 0.87 -0.794
O 2.097364 -2.325434 3.250485 1.00 -1.71 0.09 -0.154
O 0.639074 -2.055994 1.683985 -0.92 -0.48 -1.57 -0.097
H 1.507754 -4.343574 0.589565 -0.71 0.40 0.10 0.046
H 1.484324 -4.973534 2.247255 -0.15 0.02 0.15 0.039
H 2.917604 -4.339454 1.480235 0.33 0.31 0.56 0.041
C -3.337726 4.777726 4.442715 -0.17 0.86 -0.79 -0.063
C -1.969396 4.427166 3.783485 0.72 -0.53 1.95 -0.832
O -1.987346 3.749456 2.756735 -0.44 -0.35 -1.48 -0.080
O -0.951476 4.842226 4.383505 0.06 0.61 0.12 -0.117
H -4.073286 4.008076 4.676615 0.43 -0.45 -0.21 0.048
H -3.745006 5.346136 3.606575 -0.69 0.25 0.07 0.045
H -3.269826 5.459476 5.290475 0.33 -0.09 0.07 0.040
O 0.755854 5.506896 0.293895 0.44 -0.13 -0.35 -0.059
H 0.270794 5.459016 -0.529905 -0.20 0.10 -0.16 0.022
H 0.140594 5.186816 0.953615 -0.40 -0.13 0.66 0.030
```
Forces are in eV/Å.

As for the highest occupied orbital energy: 0.2 eV. As for the largest force on an atom: 3.29 eV/A. Its net charge is -3. For the LUMO energy, the calculation gives 4.89 eV.

# C8H14MoN3O11P3

A structure of composition C8H14MoN3O11P3 at a distorted geometry (the ωB97M-V functional and the def2-TZVPD basis, OMol25).

Structure (XYZ):
```
40
Properties=species:S:1:pos:R:3:forces:R:3:mulliken_spin:R:1
Mo -0.671103 -1.832608 0.207692 -1.18 -0.22 1.01 1.985
O -4.332102 -0.782208 1.527092 0.93 -0.27 -0.34 0.035
C -3.366202 -1.183008 0.932292 -2.31 -0.12 -0.69 0.001
O -2.116802 -1.092808 1.249992 0.85 0.74 1.58 0.017
C -3.436702 -1.928308 -0.483308 -2.15 0.47 0.78 0.001
O -4.461702 -2.234008 -1.030008 0.95 0.19 0.27 0.035
O -2.214102 -2.106808 -0.874308 0.29 -0.63 -1.77 0.021
O 2.861698 -2.440308 2.584892 -0.58 0.08 0.26 0.001
P 1.948698 -2.317408 1.304892 1.73 -0.46 0.18 -0.022
O 2.546598 -1.554008 0.200892 0.16 -0.06 0.05 0.005
O 0.590798 -1.804708 1.770192 -0.53 0.07 0.38 0.034
O 1.715797 -3.908608 0.965792 -0.06 0.39 -0.23 -0.001
P 0.572997 -4.307008 -0.088708 0.28 -1.40 0.62 0.021
O -0.780003 -4.227208 0.844492 0.49 0.33 -0.25 0.000
O 0.742997 -5.606908 -0.703108 0.06 -0.01 -0.17 0.001
O 0.395997 -3.000108 -0.889308 0.43 -0.13 -1.10 0.025
H 3.781298 -2.534808 2.340592 0.49 0.01 -0.04 0.000
H -1.248903 -5.070708 0.863892 -0.17 0.05 -0.01 0.001
C 0.336597 2.978092 -1.931608 0.02 0.14 -0.16 0.000
N -0.835103 2.867792 -1.077908 -0.14 0.19 -0.09 0.009
C -0.514003 3.411792 0.231892 -0.07 0.18 0.07 0.000
N 0.643398 2.774892 0.841292 0.07 0.13 0.20 0.010
C 1.781898 2.871692 -0.060108 0.16 0.14 0.02 -0.002
N 1.505398 2.320092 -1.375008 0.20 0.16 -0.23 0.007
C 1.383097 0.881792 -1.368608 0.16 -0.59 -0.07 0.030
P -0.036203 0.359792 -0.280308 0.52 2.10 -0.58 -0.246
C -1.321703 1.509092 -1.002508 -0.41 -0.54 -0.01 0.022
C 0.379397 1.405692 1.213292 -0.12 -0.65 0.36 0.016
H 0.568598 4.040692 -2.049808 -0.03 -0.09 -0.06 0.000
H 0.111797 2.546292 -2.908308 0.01 0.06 -0.03 0.000
H -1.377103 3.297992 0.890392 0.02 0.04 0.00 0.000
H -0.294703 4.477092 0.109992 -0.04 -0.10 0.05 0.001
H 2.631698 2.346793 0.380192 0.01 0.06 -0.02 0.000
H 2.033398 3.929692 -0.184708 0.01 -0.11 0.05 0.001
H 2.300898 0.416592 -0.996008 -0.20 -0.02 -0.07 0.000
H 1.197598 0.525792 -2.387508 0.06 -0.05 0.12 -0.003
H -2.220602 1.476792 -0.373208 0.11 -0.06 -0.12 -0.001
H -1.593702 1.164492 -2.007908 0.00 -0.03 0.18 -0.003
H 1.259698 0.972392 1.704192 -0.20 0.03 -0.05 -0.001
H -0.469603 1.356192 1.908292 0.19 -0.04 -0.08 0.001
```
Forces are in eV/Å.

As for the highest occupied orbital energy (alpha / beta): -9.2 / -9.4 eV. As for the largest force on an atom: 2.41 eV/A. As for the multiplicity: 3. Its net charge is 0. For the LUMO energy (alpha / beta), the calculation gives -2.00 / -1.68 eV.

# C8H14N2O

The ion C8H14N2O with charge +2 at a distorted geometry (the ωB97M-V functional and the def2-TZVPD basis, OMol25).

Structure (XYZ):
```
25
Properties=species:S:1:pos:R:3:forces:R:3:lowdin_charge:R:1
C 1.371626 -0.234883 -0.087076 1.78 -0.40 0.40 0.215
N 1.309394 0.923980 0.442246 -0.73 -0.77 0.19 -0.076
C 2.131626 2.033310 0.068572 1.09 1.36 -0.32 0.043
C 0.148312 1.252855 1.306079 -0.04 -0.27 0.67 -0.164
C -0.269508 0.155826 2.230684 -0.15 -0.07 -0.20 0.019
C -0.904925 -0.943987 1.853475 0.14 0.30 -0.04 -0.018
C -1.348059 -1.348809 0.487480 -0.45 -0.34 0.76 -0.094
N -1.110231 -0.458803 -0.660372 -0.91 0.50 0.27 -0.097
C -1.348531 -1.148330 -1.919611 -0.31 -0.56 -1.08 0.030
C -1.163816 0.839046 -0.644620 -0.10 0.21 -0.64 -0.042
O -0.823731 1.644604 0.308985 -0.37 0.03 0.14 0.132
H 2.098041 -0.427426 -0.871272 -0.01 0.20 -0.08 0.157
H 0.907613 -1.092507 0.370215 -0.19 0.16 0.04 0.116
H 2.710737 2.346182 0.945025 -0.08 -0.14 -0.07 0.140
H 1.525364 2.890187 -0.232709 -0.06 -0.16 -0.07 0.130
H 2.831227 1.767846 -0.723242 -0.14 -0.07 0.03 0.126
H 0.350399 2.174588 1.864001 0.04 -0.25 -0.31 0.190
H -0.042905 0.311874 3.273422 0.09 0.05 0.11 0.142
H -1.178297 -1.669534 2.607215 -0.01 -0.09 0.09 0.147
H -0.944620 -2.339594 0.249372 0.04 0.15 -0.09 0.157
H -2.440477 -1.482785 0.540067 0.18 -0.02 -0.17 0.174
H -2.296771 -1.691619 -1.896869 0.05 0.15 0.15 0.130
H -1.363815 -0.457909 -2.759240 0.05 0.08 0.07 0.119
H -0.559584 -1.883299 -2.085853 0.05 0.09 0.07 0.123
H -1.443265 1.366138 -1.560415 0.03 -0.16 0.10 0.200
```
Forces are in eV/Å.

As for the highest occupied orbital energy: -18.6 eV. As for the largest force on an atom: 1.86 eV/A. Its net charge is +2. For the LUMO energy, the calculation gives -8.82 eV.

# C8H14N2O3

An isolated molecule of C8H14N2O3 at a distorted geometry (the ωB97M-V functional and the def2-TZVPD basis, OMol25).

Structure (XYZ):
```
27
Properties=species:S:1:pos:R:3:forces:R:3:lowdin_charge:R:1
C 0.760589 -2.812611 0.631442 -0.99 -0.67 -4.12 -0.006
C 0.572884 -1.919013 -0.716384 0.67 -1.55 1.77 -0.293
N 1.459384 -2.496204 -1.745832 0.22 1.62 1.48 0.051
C 0.916382 -0.498604 -0.346785 -1.95 0.24 -1.86 -0.383
O 2.050087 -0.030802 -0.462803 0.62 -0.75 -0.39 0.069
N -0.121926 0.359149 -0.117268 0.23 -0.73 0.30 -0.008
C -1.494201 0.067195 0.369101 -0.78 1.26 -4.19 -0.059
C -2.292426 1.442318 0.330353 1.82 -1.96 1.54 -0.135
C -1.296406 2.436002 -0.171106 1.54 1.49 1.56 -0.094
C 0.173982 1.761296 -0.123721 -2.15 1.46 -1.87 -0.148
C 0.966081 2.215486 1.068279 0.43 1.27 0.58 -0.520
O 0.877386 3.331667 1.507478 -0.32 0.17 0.18 0.110
O 1.786017 1.310744 1.558803 0.17 0.07 -0.17 0.116
H 1.722441 -2.779141 1.019774 1.74 0.47 0.70 0.057
H 0.613490 -3.824444 0.230794 0.15 0.06 0.23 0.078
H 0.005153 -2.687709 1.319770 -1.55 0.71 1.80 0.034
H -0.494355 -1.963329 -0.993458 0.48 -0.03 0.01 0.126
H 2.171025 -1.825719 -2.066106 -0.79 -0.81 -0.25 0.086
H 0.980178 -3.106857 -2.370394 0.10 0.15 -0.68 0.064
H -2.016018 -0.493489 -0.443687 0.52 -0.44 0.97 0.126
H -1.368405 -0.442526 1.247815 -0.54 -1.20 2.33 0.092
H -3.274727 1.317005 -0.063554 -0.35 0.06 -1.20 0.102
H -2.494502 1.769380 1.308969 -0.29 -0.05 1.64 0.089
H -1.328473 3.325065 0.553342 0.44 -1.09 -1.39 0.137
H -1.536204 2.783321 -1.133772 0.03 0.47 -1.36 0.089
H 0.689352 1.994996 -1.111925 -0.23 -0.05 1.44 0.188
H 1.973211 0.766821 0.720875 0.77 -0.16 0.93 0.031
```
Forces are in eV/Å.

As for the highest occupied orbital energy: -9.4 eV. As for the largest force on an atom: 4.44 eV/A. Its net charge is 0. For the LUMO energy, the calculation gives 0.49 eV.

# C8H14N2O4

An isolated molecule of C8H14N2O4 at a distorted geometry (the ωB97M-V functional and the def2-TZVPD basis, OMol25).

Structure (XYZ):
```
28
Properties=species:S:1:pos:R:3:forces:R:3:lowdin_charge:R:1
O -2.689470 -1.297941 2.690054 -0.71 0.33 -2.24 0.098
C -2.799734 -1.138013 1.474215 2.00 -0.29 2.93 -0.462
O -3.909735 -1.319697 0.805131 -0.75 0.11 0.20 0.156
C -1.532635 -0.829555 0.646351 -0.34 0.47 -0.85 -0.228
C -1.425392 -1.878311 -0.472323 0.41 -0.47 0.78 -0.180
O -2.509389 -1.702789 -1.374114 0.21 -0.57 -0.56 -0.059
N -0.330799 -0.826621 1.414550 0.04 -1.81 2.22 0.113
C 0.674559 0.078726 1.539214 0.76 1.29 -1.14 -0.392
O 1.528010 0.061480 2.418967 -1.03 -0.47 -0.61 0.060
C 0.771232 1.166726 0.391578 -1.23 -0.54 0.13 -0.253
C 0.984781 0.585185 -1.047150 -1.61 0.18 -0.60 -0.141
C 2.003057 1.561939 -1.682611 -0.89 -0.19 1.34 -0.163
C 2.833880 1.929670 -0.454396 1.09 0.88 -0.58 -0.223
N 1.889360 2.042439 0.650342 0.01 0.21 -0.12 -0.021
H -3.738907 -1.293433 -0.149616 0.02 -0.05 -0.30 0.092
H -1.613251 0.167638 0.213040 -0.38 -0.04 -0.33 0.150
H -0.478888 -1.680717 -0.947495 0.30 -0.14 -0.42 0.093
H -1.363081 -2.903769 0.010831 -0.35 0.93 -0.66 0.160
H -2.399860 -2.300507 -2.137028 -0.16 0.40 0.54 0.126
H -0.360711 -1.513905 2.191779 0.11 0.80 -0.55 0.172
H -0.217095 1.718392 0.374240 0.93 -0.27 0.25 0.145
H 1.325781 -0.439856 -1.007583 0.60 -0.23 0.10 0.097
H 0.000804 0.501307 -1.637514 1.31 0.41 0.83 0.128
H 1.464950 2.415836 -2.066687 -0.11 0.38 -0.09 0.106
H 2.560756 1.127594 -2.479595 0.52 -0.36 -0.52 0.096
H 3.568394 1.137850 -0.311613 0.13 -0.32 0.23 0.109
H 3.453599 2.862692 -0.586316 -0.83 -0.70 0.11 0.123
H 2.309784 1.767638 1.533748 -0.04 0.09 -0.07 0.098
```
Forces are in eV/Å.

As for the highest occupied orbital energy: -8.8 eV. As for the largest force on an atom: 3.56 eV/A. Its net charge is 0. For the LUMO energy, the calculation gives 0.10 eV.

Number 1: total energy -26065.1060 eV. Number 2: total energy -43274.2843 eV. Number 3: total energy -65246.1999 eV. Number 4: total energy -13531.3479 eV. Number 5: total energy -17645.0957 eV. Number 6: total energy -19693.4382 eV.